<i>
Here is a single C4H5N molecule from OMol25. Energies are from ωB97M-V/def2-TZVPD.

Atoms and positions in Å:
C  -0.11089  -2.83350  -0.41020
C  0.10575  -0.79614  0.50773
C  0.50603  0.44345  0.65377
C  -0.01737  1.63606  -0.16908
N  -0.39958  -1.67095  -0.21284
H  -0.50288  -3.26374  -1.30080
H  1.08670  0.73851  1.64904
H  -0.73090  1.29551  -0.96300
H  0.82045  2.30993  -0.33134
H  -0.75729  2.14088  0.57673


<ii>
Here is a single C4H5N molecule from OMol25. Energies are from ωB97M-V/def2-TZVPD.

Atoms and positions in Å:
H  0.11400  -1.68837  1.71460
N  0.29995  -0.76190  1.56130
C  0.01658  -0.29137  0.41231
C  -0.81116  -0.84526  -0.77653
C  0.71836  1.04317  0.19034
C  1.10126  2.18833  0.10574
H  -1.74524  -0.48759  -0.65054
H  -0.75893  -1.99940  -0.97367
H  -0.36921  -0.29948  -1.63089
H  1.43439  3.14186  0.04734

Results
- Structure (SMILES): [H]/N=C(\C)C#C


Stability summary - winner: <ii>; margin: 208.5 kJ/mol.


<i>
Here is a single C4H5N molecule from OMol25. Energies are from ωB97M-V/def2-TZVPD.

Atoms and positions in Å:
C  -2.36447  -0.04364  -0.25109
C  -1.22328  -0.34337  -0.04779
C  0.13356  -0.38119  0.37891
C  1.05502  0.66661  -0.13626
N  1.15910  -0.79526  -0.60435
H  -3.45299  0.11940  -0.38926
H  0.28364  -0.63936  1.46707
H  1.88293  1.16664  0.43188
H  0.51863  1.32097  -0.82468
H  2.00786  -1.07080  -0.02442

Results
- Structure (SMILES): C#C[C@@H]1CN1


<ii>
Here is a single C4H5N molecule from OMol25. Energies are from ωB97M-V/def2-TZVPD.

Atoms and positions in Å:
C  3.49245  0.21706  -0.19553
C  1.28376  -0.71487  0.24224
C  -0.00586  -1.02201  0.25889
C  -1.02218  0.12483  -0.19418
N  2.29308  -0.04650  -0.05242
H  3.97815  1.08343  -0.53732
H  -0.46255  -1.81740  0.75288
H  -0.92391  0.15339  -1.27751
H  -0.57952  0.99785  0.27829
H  -2.01815  -0.20951  0.11287


Stability summary - winner: <i>; margin: 101.8 kJ/mol.